[1]
{
  "formula": "C6H11N2OS",
  "method": "ωB97M-V/def2-TZVPD",
  "homo_energy_ev": [-11.77, -11.77],
  "total_charge": 1,
  "homo_lumo_gap_ev": [7.277, 7.273],
  "relative_energy_kj_mol": 584.09,
  "elements": ["S", "O", "N", "N", "C", "C", "C", "C", "C", "C", "H", "H", "H", "H", "H", "H", "H", "H", "H", "H", "H"],
  "coordinates": [[1.515, 1.095, -0.282], [0.863, 2.297, 0.352], [-1.202, 1.049, 1.238], [-0.130, -2.275, -2.301], [-0.355, -0.218, 1.351], [0.446, -0.067, -2.549], [1.013, 1.053, -2.051], [0.650, -0.340, 0.245], [-0.091, -1.113, -1.769], [0.174, -0.189, 2.718], [-0.646, -0.152, 3.573], [1.611, 1.780, -2.531], [0.192, -2.409, -3.248], [-0.424, -3.094, -1.792], [0.696, -1.225, 2.811], [-1.055, -1.027, 1.185], [-0.560, 1.889, 1.145], [0.661, 0.754, 2.967], [0.426, -0.002, -3.674], [-1.857, 1.079, 2.091], [-1.926, 1.114, 0.520]]
}

---

[2]
{
  "formula": "C6H11N2OS",
  "method": "ωB97M-V/def2-TZVPD",
  "homo_energy_ev": -13.59,
  "total_charge": 1,
  "homo_lumo_gap_ev": 9.651,
  "relative_energy_kj_mol": 369.41,
  "elements": ["S", "O", "N", "N", "C", "C", "C", "C", "C", "C", "H", "H", "H", "H", "H", "H", "H", "H", "H", "H", "H"],
  "coordinates": [[2.027, 1.580, -0.854], [0.083, -2.767, -0.723], [0.102, -0.438, -0.742], [1.521, -0.146, 1.343], [-2.355, 1.088, 0.504], [0.478, -1.698, -0.411], [0.881, 0.882, 0.314], [-1.150, -0.028, -1.290], [-2.298, 0.017, -0.274], [1.727, -1.412, 0.488], [-1.700, 1.890, 0.460], [1.846, -2.232, 1.105], [0.860, -0.162, 2.072], [-2.941, 1.214, 1.386], [0.059, 1.372, 0.719], [-0.957, 0.994, -1.720], [-1.422, -0.754, -2.114], [2.483, 0.262, 1.418], [2.703, -1.420, -0.121], [-3.106, -0.717, -0.178], [1.158, 2.475, -1.383]]
}

---

[3]
{
  "formula": "C6H11N2S",
  "method": "ωB97M-V/def2-TZVPD",
  "homo_energy_ev": -12.99,
  "total_charge": 1,
  "homo_lumo_gap_ev": 8.580,
  "relative_energy_kj_mol": 310.23,
  "elements": ["S", "N", "N", "C", "C", "C", "C", "C", "C", "H", "H", "H", "H", "H", "H", "H", "H", "H", "H", "H"],
  "coordinates": [[-2.283, -0.684, -0.745], [1.902, -0.583, -0.164], [-1.198, 0.018, 0.305], [1.727, -0.756, -1.540], [-1.835, 0.963, 1.015], [1.403, 0.758, 0.303], [-3.198, 1.075, 0.872], [-3.635, 0.276, -0.107], [2.312, -1.521, 0.586], [-4.601, 0.081, -0.740], [-1.288, 1.570, 1.715], [1.810, 1.029, 1.256], [1.930, 1.387, -0.480], [2.614, -2.458, 0.158], [2.456, -1.334, 1.598], [1.108, 0.030, -2.023], [1.440, -1.703, -1.801], [-3.683, 1.778, 1.449], [2.721, -0.676, -2.076], [0.298, 0.751, 0.420]]
}

---

[4]
{
  "formula": "C6H11N3",
  "method": "ωB97M-V/def2-TZVPD",
  "homo_energy_ev": -8.02,
  "total_charge": 0,
  "homo_lumo_gap_ev": 8.843,
  "relative_energy_kj_mol": 346.35,
  "elements": ["N", "N", "N", "C", "C", "C", "C", "C", "C", "H", "H", "H", "H", "H", "H", "H", "H", "H", "H", "H"],
  "coordinates": [[-0.140, -1.871, -0.162], [0.182, 1.804, -0.370], [0.352, 0.354, -0.259], [1.599, -0.140, -0.091], [-2.170, -0.565, -0.458], [1.358, -1.572, 0.146], [-0.609, -0.738, -0.308], [2.865, 0.368, 0.172], [-2.610, 0.418, 0.567], [1.628, -1.835, 1.165], [0.979, 2.160, 0.448], [-2.618, -1.591, -0.583], [1.854, -2.176, -0.727], [3.108, 1.421, 0.234], [0.777, 2.101, -1.232], [-3.680, 0.604, 0.548], [-2.128, 1.470, 0.524], [-2.162, -0.052, -1.476], [-2.372, 0.127, 1.660], [3.785, -0.286, 0.202]]
}

---

[5]
{
  "formula": "C6H11N3",
  "method": "ωB97M-V/def2-TZVPD",
  "homo_energy_ev": -8.50,
  "total_charge": 0,
  "homo_lumo_gap_ev": 9.573,
  "relative_energy_kj_mol": 359.81,
  "elements": ["N", "N", "N", "C", "C", "C", "C", "C", "C", "H", "H", "H", "H", "H", "H", "H", "H", "H", "H", "H"],
  "coordinates": [[-0.920, -0.952, 0.500], [2.040, -0.612, 1.017], [0.274, 1.577, 0.132], [2.068, -0.231, -0.380], [-0.532, -0.159, -0.682], [-1.134, 1.106, -0.089], [0.836, 0.543, -0.774], [-1.387, -1.346, -0.867], [-1.714, 0.193, 1.043], [-1.432, 0.439, 2.074], [0.489, 2.544, -0.093], [-0.863, -2.261, -1.130], [1.074, 0.928, -1.782], [1.174, -1.125, 1.193], [-1.762, 1.825, -0.684], [2.201, -1.079, -1.106], [2.925, 0.435, -0.593], [-2.810, 0.026, 1.002], [2.867, -1.194, 1.173], [-2.457, -1.266, -1.110]]
}

---

[6]
{
  "formula": "C6H11N3O",
  "method": "ωB97M-V/def2-TZVPD",
  "homo_energy_ev": -8.66,
  "total_charge": 0,
  "homo_lumo_gap_ev": 9.329,
  "relative_energy_kj_mol": 37.52,
  "elements": ["O", "N", "N", "N", "C", "C", "C", "C", "C", "C", "H", "H", "H", "H", "H", "H", "H", "H", "H", "H", "H"],
  "coordinates": [[3.238, 0.597, 1.307], [2.441, -0.254, -0.626], [-0.494, -1.665, 0.997], [-2.194, -1.867, -0.374], [1.784, 2.020, 0.113], [-1.966, -0.531, -0.143], [-2.767, 0.506, -0.838], [-0.935, -0.394, 0.738], [2.627, 0.754, 0.272], [-1.297, -2.514, 0.315], [-2.703, 0.346, -1.917], [-1.201, -3.586, 0.284], [-3.818, 0.567, -0.546], [1.007, 1.874, 0.853], [-0.414, 0.494, 1.038], [-2.422, 1.520, -0.641], [3.081, -1.021, -0.470], [2.213, -0.026, -1.579], [2.418, 2.873, 0.306], [0.165, -1.874, 1.728], [1.235, 2.181, -0.819]]
}